Entry 1:
{
  "formula": "C8H22N8Pd",
  "method": "ωB97M-V with the def2-TZVPD basis set",
  "homo_lumo_gap_ev": 6.92,
  "symbols": ["N", "N", "H", "H", "N", "H", "H", "H", "N", "H", "C", "H", "C", "H", "C", "N", "Pd", "H", "C", "H", "C", "H", "H", "H", "H", "H", "H", "H", "C", "N", "H", "N", "C", "H", "H", "N", "C", "H", "H"],
  "xyz": [[-2.272, -0.338, -2.541], [-0.284, -0.873, -3.941], [3.246, -0.325, 1.788], [1.589, 1.311, 2.254], [1.056, 0.958, -3.274], [2.341, 0.787, -0.144], [1.606, -1.475, -5.260], [-1.904, -0.724, 2.370], [-1.094, -1.968, 0.080], [1.249, -0.402, -0.353], [0.810, -0.150, -3.988], [-0.544, -1.228, 3.354], [-0.839, -0.965, 2.323], [0.340, -2.553, 1.452], [-1.241, -0.515, -3.069], [-0.132, 0.232, 1.888], [-0.480, 0.350, -0.942], [-0.159, 2.274, 2.228], [-0.693, -2.211, 1.458], [-1.274, -3.000, 1.953], [-2.034, 1.764, 1.354], [-0.883, -2.749, -0.526], [1.391, -0.072, 3.327], [2.711, -0.279, -4.740], [-1.219, 1.382, 3.306], [-2.591, 0.855, 1.122], [-2.312, 2.446, -0.577], [2.004, 1.288, -3.211], [1.271, 0.266, 2.281], [2.217, -0.215, -0.030], [2.093, -1.596, 1.520], [-1.557, 2.326, 0.086], [2.243, -0.523, 1.401], [-2.720, 2.431, 1.889], [-1.155, 3.242, 0.254], [1.755, -0.552, -4.889], [-0.861, 1.438, 2.264], [0.411, 1.139, -2.456], [-2.085, -1.779, -0.014]],
  "forces_ev_per_a": [[0.2, 0.0, 0.2], [-0.1, 0.3, 0.4], [0.0, 0.0, 0.0], [0.0, 0.0, 0.0], [-0.1, 0.1, 0.0], [0.0, 0.0, 0.0], [0.0, 0.0, 0.0], [0.0, 0.0, 0.0], [0.0, 0.0, 0.0], [0.3, -0.1, -0.2], [-0.1, -0.5, -0.1], [0.0, 0.0, 0.0], [-0.1, 0.1, 0.1], [0.0, 0.0, 0.0], [0.1, 0.0, -0.5], [0.0, -0.1, -0.2], [-0.7, 0.2, 0.1], [-0.1, 0.0, 0.0], [0.0, -0.1, -0.1], [0.0, 0.0, 0.0], [0.0, 0.0, -0.1], [0.1, 0.0, 0.0], [0.0, 0.0, 0.0], [0.0, 0.0, 0.0], [0.0, 0.0, 0.0], [0.0, 0.0, 0.0], [0.0, -0.1, 0.0], [0.0, 0.0, 0.0], [-0.1, 0.1, 0.1], [-0.1, 0.0, 0.4], [0.0, 0.0, 0.0], [0.0, -0.1, 0.2], [0.1, -0.1, -0.1], [0.0, 0.1, 0.0], [0.1, 0.0, -0.1], [0.0, 0.1, 0.0], [0.1, 0.0, 0.2], [0.2, 0.0, -0.2], [0.0, 0.0, 0.0]]
}

Entry 2:
{
  "formula": "C8H22NOP",
  "method": "ωB97M-V with the def2-TZVPD basis set",
  "homo_lumo_gap_ev": 9.18,
  "smiles": "CCC[PH2](COCC)NCC",
  "symbols": ["H", "C", "H", "H", "H", "H", "H", "C", "H", "C", "H", "C", "P", "H", "C", "H", "H", "H", "H", "H", "O", "H", "H", "H", "H", "H", "H", "H", "N", "H", "C", "C", "C"],
  "xyz": [[-0.028, 0.874, 0.290], [-0.858, -1.130, -1.587], [3.552, -0.789, 1.615], [-3.012, 2.698, 0.027], [1.848, -0.239, -2.172], [-1.578, -0.959, -2.382], [-1.777, 0.513, 1.761], [1.599, 0.001, -1.128], [1.799, -0.894, -0.532], [-1.559, -1.877, -0.446], [-2.184, -2.649, -0.896], [3.135, 0.206, 1.472], [-0.238, 0.524, -1.070], [-0.020, -1.715, -1.965], [-2.189, 2.021, 0.256], [-0.279, -3.508, 0.194], [2.054, 0.114, 1.566], [4.051, 1.699, 0.203], [-1.104, -2.692, 1.511], [-2.037, 1.815, -1.741], [2.361, 1.104, -0.689], [-2.237, -1.207, 0.074], [3.484, 0.857, 2.268], [-3.430, 0.534, 1.160], [0.088, 1.483, -2.062], [-2.889, 1.787, 2.293], [4.128, 0.076, -0.458], [0.275, -1.926, 0.747], [-1.916, 1.214, -0.936], [-1.335, 2.659, 0.530], [3.490, 0.774, 0.091], [-0.605, -2.535, 0.555], [-2.591, 1.167, 1.449]],
  "forces_ev_per_a": [[0.0, -0.1, 0.1], [0.0, 0.1, 0.2], [0.1, 0.0, 0.1], [0.0, 0.1, 0.0], [0.1, -0.1, 0.0], [0.0, 0.0, -0.1], [0.0, 0.0, 0.1], [-0.1, 0.0, -0.3], [-0.1, 0.0, 0.1], [0.1, -0.1, 0.0], [-0.1, -0.1, 0.0], [-0.1, -0.1, -0.2], [0.2, 0.1, 0.2], [0.0, -0.1, -0.1], [-0.1, -0.1, 0.0], [0.2, 0.0, 0.0], [-0.1, 0.1, 0.0], [0.0, 0.1, 0.0], [0.0, -0.1, 0.0], [-0.2, -0.1, -0.1], [-0.2, 0.2, 0.1], [-0.1, 0.2, -0.1], [0.0, 0.0, 0.1], [-0.1, 0.0, 0.1], [-0.1, -0.1, -0.1], [0.0, 0.0, 0.1], [0.0, -0.1, -0.1], [0.1, 0.1, 0.0], [0.2, 0.1, 0.1], [0.1, 0.0, 0.1], [0.2, 0.0, 0.1], [-0.2, 0.0, -0.1], [0.0, -0.1, -0.2]]
}

Entry 3:
{
  "formula": "C8H22O5",
  "method": "ωB97M-V with the def2-TZVPD basis set",
  "homo_lumo_gap_ev": 9.10,
  "smiles": "C=C/C=C(\\C)C(=C)C.O.O.O.O.O",
  "symbols": ["O", "H", "C", "H", "C", "H", "O", "O", "C", "C", "H", "H", "H", "H", "H", "H", "H", "C", "O", "H", "H", "H", "H", "H", "H", "H", "H", "H", "C", "C", "H", "H", "H", "C", "O"],
  "xyz": [[-1.670, -0.939, -2.496], [0.778, -0.327, 2.500], [0.131, 0.842, 0.718], [-2.559, 1.036, -1.387], [-2.322, -0.299, 2.728], [-1.768, 0.522, -0.124], [-2.821, 2.015, -1.176], [1.257, -2.509, 1.129], [0.330, 1.410, -1.727], [-1.638, -0.701, 1.683], [0.837, -1.749, 1.749], [-1.602, -1.734, 1.282], [1.892, -0.163, 1.052], [-2.015, -1.462, -3.268], [-2.946, -0.973, 3.267], [4.012, -1.088, -0.549], [-1.108, -1.582, -1.981], [0.649, 1.795, -0.302], [2.996, -1.274, -0.493], [1.647, 3.378, 0.862], [0.006, -2.683, -0.212], [1.978, -2.081, 0.834], [1.796, 3.377, -0.947], [-0.317, 0.558, -1.850], [0.106, 2.387, -2.326], [-1.970, 2.339, -0.841], [1.137, 0.852, -2.245], [0.085, -3.315, -1.511], [-1.099, 0.339, 0.752], [1.208, 0.391, 1.705], [-2.127, 0.756, 3.037], [2.702, -0.532, -1.082], [1.603, 1.226, 2.312], [1.277, 2.973, -0.124], [-0.468, -2.786, -0.971]],
  "forces_ev_per_a": [[-0.1, -1.1, -0.9], [0.5, 1.2, -1.1], [0.8, 0.3, 1.5], [-1.1, 2.6, -0.1], [0.7, 0.9, 0.7], [0.7, -0.2, 1.5], [1.0, -2.4, -0.6], [-5.8, 0.1, 4.2], [0.9, 1.0, -1.5], [0.3, 0.2, -1.7], [1.3, -3.0, -2.1], [-0.4, 0.6, 0.4], [0.6, 0.7, 0.9], [0.5, 0.8, 1.2], [-0.2, -0.2, 0.7], [-2.6, -0.8, 0.4], [-0.7, 0.4, -0.3], [-0.6, 0.5, -0.7], [3.1, 1.9, -1.5], [-0.8, -0.6, -1.0], [2.5, 0.7, 4.0], [4.2, 2.1, -2.0], [0.0, 0.9, -1.1], [-1.4, 0.6, 0.2], [0.1, -2.3, 0.7], [-0.4, 0.2, -0.1], [0.7, 0.9, 0.2], [0.7, -0.9, -0.9], [0.1, -0.9, -1.4], [-1.5, -0.5, 1.0], [-0.9, -0.9, -0.1], [-0.2, -0.9, 0.7], [0.3, -0.4, -0.7], [0.8, -1.3, 2.4], [-3.0, 0.0, -3.1]]
}

Entry 4:
{
  "formula": "C8H23ClCrOP2",
  "method": "ωB97M-V with the def2-TZVPD basis set",
  "multiplicity": 5,
  "homo_lumo_gap_ev": [6.02, 5.29],
  "symbols": ["C", "P", "H", "P", "H", "H", "H", "C", "H", "H", "H", "Cr", "C", "H", "O", "H", "H", "H", "H", "H", "C", "H", "H", "H", "H", "C", "H", "H", "C", "Cl", "C", "H", "H", "H", "C", "H"],
  "xyz": [[2.510, -0.757, 2.517], [0.737, -0.731, 2.143], [2.171, 0.002, -3.320], [0.456, 0.284, -1.614], [-1.489, -0.329, -2.923], [-0.815, 1.099, 2.601], [-0.635, 1.810, -2.180], [-0.499, -0.778, -2.791], [2.749, 0.841, -1.815], [0.047, -0.791, -3.760], [3.006, -1.519, 1.901], [-0.324, -1.012, 0.237], [0.328, 2.381, -2.782], [0.495, 1.050, 3.795], [-1.346, -3.805, -0.274], [1.462, 2.590, -2.793], [2.955, 0.215, 2.266], [-0.623, -1.797, -2.423], [0.597, -1.888, 4.302], [-3.915, 0.273, -0.047], [0.038, -1.912, 3.363], [2.696, -0.990, 3.577], [-4.382, 1.909, 0.483], [0.105, -2.916, 2.938], [0.796, 1.689, 2.169], [-0.925, -2.746, 0.032], [-0.050, 3.314, -2.395], [-2.669, 1.546, 0.173], [0.254, 0.911, 2.738], [-3.395, 0.652, 2.220], [2.199, 0.005, -2.222], [-1.010, -1.690, 3.545], [2.658, -0.939, -1.871], [0.024, 2.280, -3.851], [-3.621, 1.129, 0.541], [1.276, -1.375, 0.271]],
  "forces_ev_per_a": [[0.6, -0.2, 0.0], [-0.6, -0.2, 1.0], [0.2, 0.2, 0.3], [1.2, -3.1, 1.1], [0.0, -0.2, -0.1], [0.1, -0.2, 0.0], [3.1, 1.3, -1.6], [0.6, 0.7, -1.0], [0.5, 0.2, -0.2], [-0.5, -0.1, 0.3], [-0.2, 0.2, 0.2], [0.8, 0.4, -0.5], [-2.7, 1.4, -1.1], [0.0, 0.1, 0.1], [0.7, 1.1, 0.6], [-1.5, -1.7, 1.0], [-0.1, -0.2, 0.1], [0.1, 0.1, 0.0], [-0.2, 0.0, 0.2], [0.0, -0.2, -0.1], [0.6, 0.1, 0.4], [-0.1, 0.2, -0.3], [0.1, -0.2, 0.1], [0.0, 0.1, 0.0], [-0.1, -0.4, 0.1], [-1.5, -2.0, -0.7], [-0.1, 1.2, -0.4], [-0.4, -0.3, 0.1], [0.3, 0.9, 0.7], [-0.1, -0.2, 0.4], [-0.5, -0.5, 0.1], [-0.1, 0.1, 0.0], [-0.5, 0.5, -0.1], [0.2, 0.3, 0.7], [0.4, 0.8, -0.5], [-0.3, -0.1, -0.8]]
}

Entry 5:
{
  "formula": "C8H23LiNO4",
  "method": "ωB97M-V with the def2-TZVPD basis set",
  "homo_lumo_gap_ev": 10.58,
  "charge": 1,
  "symbols": ["H", "C", "H", "C", "H", "H", "H", "O", "H", "C", "C", "H", "C", "N", "H", "H", "H", "H", "H", "O", "C", "Li", "H", "O", "O", "H", "C", "H", "H", "H", "C", "H", "H", "H", "H", "H", "H"],
  "xyz": [[-1.712, 2.876, -0.602], [-1.015, 2.037, -0.567], [0.840, -2.789, -1.771], [1.251, -0.703, 2.620], [3.274, 0.861, -0.718], [3.214, 2.532, -0.339], [-3.030, 1.425, 0.475], [0.139, -0.875, -1.900], [-0.705, -1.110, -2.470], [-1.303, -2.699, 0.389], [1.149, -1.879, -2.169], [-2.647, -0.522, -0.931], [2.717, 1.775, -0.761], [-1.056, 1.479, 0.716], [2.431, -1.498, 1.558], [0.358, -1.308, 2.851], [0.655, 2.912, -1.655], [-1.548, -2.868, -0.692], [-1.577, 1.522, -1.230], [1.375, 1.460, -0.622], [0.447, 2.589, -0.801], [0.225, 0.003, 0.102], [2.184, -1.661, -1.690], [1.688, -0.958, 1.329], [-1.102, -1.239, 0.590], [-2.635, 0.623, 2.011], [-2.326, -0.573, 0.241], [-3.111, -1.180, 0.843], [1.981, -0.658, 3.391], [-0.932, 2.267, 1.430], [-2.300, 0.811, 1.048], [0.899, 0.204, 2.610], [-2.001, -3.254, 0.852], [0.457, 3.444, -0.168], [-0.411, -3.202, 0.939], [1.265, -1.935, -3.287], [2.861, 2.094, -1.621]],
  "forces_ev_per_a": [[0.2, 1.1, 0.2], [1.4, 3.9, 0.4], [-0.5, -1.8, 0.5], [-1.4, -3.0, 0.9], [0.3, -0.5, 0.5], [1.0, 2.9, 3.9], [-0.7, -0.4, 1.0], [-1.8, -0.6, -1.4], [2.8, 0.6, 1.8], [4.7, 1.5, -1.4], [1.5, 1.7, -1.3], [1.2, -0.2, 2.7], [-1.2, -5.0, 3.5], [1.1, 0.4, 4.7], [1.0, -0.8, -1.2], [0.6, -0.3, 0.4], [1.0, 2.8, -7.7], [1.2, -0.1, 0.7], [-0.4, -2.9, -2.7], [-2.1, 1.5, 1.9], [-2.6, -5.0, 5.4], [0.9, -0.3, -0.2], [-2.0, 0.3, -0.8], [0.9, -0.4, -0.5], [-2.0, -2.0, -0.5], [0.3, 0.1, 2.0], [-2.1, -0.3, 1.7], [0.6, 1.0, -1.7], [0.9, -0.7, 0.5], [0.2, -1.6, -1.3], [-0.8, -0.5, -6.1], [-2.1, 5.4, 0.0], [-3.7, -0.4, 2.4], [1.1, 0.4, 1.5], [-0.7, 0.9, -2.1], [0.2, -0.2, 1.1], [1.0, 2.4, -9.0]]
}

Entry 6:
{
  "formula": "C8H23NO4",
  "method": "ωB97M-V with the def2-TZVPD basis set",
  "homo_lumo_gap_ev": 8.95,
  "symbols": ["H", "O", "H", "H", "C", "H", "H", "H", "H", "H", "O", "H", "O", "H", "O", "C", "H", "H", "C", "H", "C", "C", "H", "H", "H", "H", "H", "H", "H", "H", "C", "H", "C", "N", "C", "H"],
  "xyz": [[1.908, 2.136, 1.184], [0.707, -1.375, -0.466], [0.888, 0.038, -2.381], [-1.430, 1.820, -0.494], [0.653, -2.202, -3.101], [-0.423, 0.285, 0.910], [0.161, 1.731, -2.324], [0.744, 2.381, 3.333], [-3.247, 0.670, 1.031], [1.109, -1.212, -3.096], [1.397, 0.599, 2.466], [-2.594, -0.881, 0.453], [-0.660, 0.167, -1.180], [-1.673, 2.048, 2.570], [0.011, -2.536, -1.934], [0.328, 1.419, 3.032], [1.222, 0.674, 0.452], [0.431, -0.950, 1.331], [-2.371, 0.174, 0.614], [-0.008, -2.290, -3.963], [-0.815, 1.624, 2.048], [-1.802, 0.818, -0.707], [-0.096, -0.850, -0.426], [2.073, -1.792, 1.092], [0.624, -2.272, -1.245], [-0.036, 0.906, 3.922], [0.485, -2.664, 1.102], [-0.584, 2.444, 1.369], [-2.436, 0.846, -1.593], [1.472, -2.896, -3.286], [1.893, 1.047, 1.226], [2.884, 0.597, 1.167], [1.010, -1.742, 0.856], [-1.226, 0.287, 1.523], [-0.009, 0.654, -2.318], [-0.592, 0.299, -3.167]],
  "forces_ev_per_a": [[0.4, 0.2, -0.1], [5.2, 1.5, 5.1], [0.1, 1.2, 0.4], [-0.7, 0.5, 0.2], [0.5, -1.2, -1.0], [-0.1, -1.2, -0.2], [0.0, 0.0, 0.2], [0.0, 0.2, 0.0], [0.0, 0.2, -0.3], [0.1, -0.4, -0.3], [-0.9, 0.9, 1.5], [0.0, 0.0, 0.0], [-1.2, 0.8, 0.8], [-0.1, 0.0, 0.5], [-3.1, -3.5, -5.0], [0.7, -0.6, -0.7], [0.6, 0.2, -0.6], [1.4, -1.2, 1.7], [1.7, 1.0, -1.3], [-0.2, 0.2, -0.1], [-1.8, 0.1, 1.3], [-1.3, 0.9, -0.9], [-0.2, -0.2, -0.9], [-0.2, 0.2, -0.1], [0.2, -0.6, 0.3], [0.2, -0.2, -0.2], [0.3, -0.5, 0.0], [0.3, -0.4, -0.8], [-0.9, 0.2, 0.3], [0.4, -0.2, -0.3], [-0.4, 0.0, 0.6], [0.0, 0.3, -0.5], [-1.4, 0.5, 0.7], [1.0, 1.3, 0.4], [-0.3, -0.8, -0.4], [-0.2, 0.6, -0.4]]
}

Going through the records in order, we get DFT total energy values of -24052.3631, -21476.9935, -18886.7301, -70230.2068, -18543.7124, -18342.2185 eV.